Formula: C63H96F6N10O18S2
Source: the Open Molecules 2025 dataset
Level of theory: ωB97M-V/def2-TZVPD

Each line ends with the Löwdin spin population.
CARTESIAN COORDINATES (ANGSTROEM)
C 2.231 -2.653 -2.066  0.000
C 1.941 -1.392 -1.205  0.000
N 0.755 -0.497 -1.752  0.000
C 1.184 -0.074 -3.223  0.000
C -0.630 -1.299 -1.619  0.000
C -1.876 -0.307 -1.778  0.000
C 0.634 0.847 -0.951  0.000
C 0.773 0.780 0.574  0.000
O -0.280 -0.137 0.981  0.000
C -0.590 -0.091 2.357  0.000
H 2.969 -3.339 -1.649  0.000
H 2.666 -2.370 -3.024  0.000
H 1.500 -3.444 -2.234  0.000
H 2.863 -0.882 -0.927  0.000
H 1.429 -1.732 -0.305  0.000
H 0.399 0.577 -3.606  0.000
H 1.106 -0.912 -3.916  0.001
H 2.100 0.515 -3.255  0.000
H -0.610 -1.748 -0.626  0.000
H -0.654 -2.172 -2.271  -0.001
H -1.868 0.303 -2.681  0.000
H -2.024 0.169 -0.808  0.000
H -2.807 -0.870 -1.847  0.000
H -0.192 1.450 -1.328  0.000
H 1.531 1.321 -1.348  0.000
H 0.541 1.669 1.160  0.000
H 1.741 0.455 0.956  0.000
H -1.641 0.112 2.563  0.000
H 0.025 0.601 2.934  0.000
H -0.450 -1.111 2.715  0.000
C 2.882 -4.272 -7.492  0.000
F 2.109 -4.441 -8.562  0.000
F 2.110 -4.401 -6.344  0.000
F 3.833 -5.245 -7.405  0.000
S 3.859 -2.560 -7.521  0.000
O 4.576 -2.463 -6.207  0.000
O 4.698 -2.755 -8.690  0.000
N 2.552 -1.455 -7.668  0.000
S 3.282 -0.215 -7.282  0.000
O 2.829 0.113 -5.959  0.000
O 4.724 -0.115 -7.488  0.000
C 2.486 1.001 -8.466  0.000
F 2.694 2.199 -7.990  0.000
F 3.021 0.796 -9.692  0.000
F 1.102 0.820 -8.637  0.000
C -1.581 -1.506 -5.720  0.011
O -0.777 -2.377 -5.375  0.503
O -1.295 -0.634 -6.488  0.117
O -2.633 -2.037 -5.812  0.369
C 2.174 -6.153 -1.975  0.000
C 2.095 -7.555 -2.634  0.000
N 3.275 -8.264 -2.915  0.000
C 3.005 -9.599 -3.343  0.000
C 2.609 -9.637 -4.813  0.000
C 4.494 -7.602 -3.415  0.000
C 5.746 -8.387 -2.925  0.000
H 1.213 -5.646 -1.894  0.000
H 2.680 -5.467 -2.654  0.000
H 2.687 -6.236 -1.017  0.000
H 1.487 -8.125 -1.931  0.000
H 1.409 -7.290 -3.438  0.000
H 3.848 -10.287 -3.287  0.000
H 2.227 -10.014 -2.702  0.000
H 3.192 -8.925 -5.398  0.000
H 2.797 -10.623 -5.238  0.000
H 1.532 -9.502 -4.911  0.000
H 4.500 -6.564 -3.084  0.000
H 4.475 -7.426 -4.490  0.000
H 6.735 -7.938 -3.019  0.000
H 5.778 -9.337 -3.459  0.000
H 5.678 -8.490 -1.842  0.000
C -5.822 4.207 3.244  0.000
C -4.564 3.879 2.409  0.000
N -4.781 2.891 1.332  0.000
C -5.255 1.615 1.865  0.000
C -5.469 0.379 0.937  0.000
C -3.585 2.645 0.534  0.000
C -3.250 3.841 -0.413  0.000
H -6.739 4.135 2.658  0.000
H -5.709 5.231 3.601  0.000
H -5.830 3.448 4.026  0.000
H -4.236 4.819 1.965  0.000
H -3.825 3.502 3.116  0.000
H -4.621 1.275 2.684  0.000
H -6.204 1.761 2.380  0.000
H -4.537 0.032 0.490  0.000
H -5.781 -0.423 1.607  0.000
H -6.187 0.470 0.121  0.000
H -3.677 1.873 -0.230  0.000
H -2.780 2.289 1.176  0.000
H -2.307 3.547 -0.874  0.000
H -3.234 4.853 -0.006  0.000
H -3.995 3.932 -1.203  0.000
O 2.117 3.431 -3.557  0.000
C 1.678 4.115 -4.514  0.000
N 1.899 3.622 -5.700  0.000
C 0.974 5.479 -4.341  0.000
H 2.346 2.717 -5.671  0.000
H 1.316 3.977 -6.444  0.000
H 0.881 5.885 -3.334  0.000
H -0.033 5.425 -4.755  0.000
H 1.530 6.081 -5.059  0.000
O 3.520 -2.953 1.255  0.000
C 2.501 -3.363 1.662  0.000
N 1.630 -2.470 2.208  0.000
C 2.122 -4.790 1.726  0.000
H 2.015 -1.540 2.286  0.000
H 1.172 -2.801 3.046  0.000
H 2.707 -5.478 1.117  0.000
H 1.060 -4.793 1.480  0.000
H 2.245 -5.247 2.707  0.000
O 3.870 1.612 -0.702  0.000
C 4.672 2.482 -1.075  0.000
N 4.460 3.278 -2.179  0.000
C 5.970 2.491 -0.324  0.000
H 3.569 3.217 -2.651  0.000
H 5.052 4.054 -2.440  0.000
H 6.531 1.573 -0.500  0.000
H 5.788 2.656 0.738  0.000
H 6.542 3.349 -0.676  0.000
O 2.381 -0.604 3.963  0.000
C 3.089 0.054 4.665  0.000
N 4.139 0.668 4.214  0.000
C 3.125 -0.016 6.234  0.000
H 4.767 1.152 4.839  0.000
H 4.161 0.793 3.212  0.000
H 2.236 0.433 6.677  0.000
H 3.920 0.599 6.656  0.000
H 3.239 -1.023 6.635  0.000
O -2.144 4.039 -4.964  0.000
C -2.262 2.832 -5.222  0.000
N -1.435 2.150 -6.014  -0.001
C -3.454 2.130 -4.665  0.000
H -0.618 2.570 -6.432  0.000
H -1.562 1.152 -6.103  -0.001
H -3.984 1.709 -5.520  0.000
H -3.966 2.864 -4.043  0.000
H -3.191 1.258 -4.065  0.000
O -7.390 -0.579 -5.579  0.000
C -6.392 -1.154 -5.183  0.000
N -5.473 -1.432 -6.107  0.003
C -6.093 -1.633 -3.757  0.000
H -4.552 -1.810 -5.936  0.001
H -5.685 -1.025 -7.006  0.000
H -6.702 -0.990 -3.122  0.000
H -5.083 -1.731 -3.360  0.000
H -6.594 -2.594 -3.641  0.000
C -5.619 0.903 11.412  0.000
C -6.684 1.064 10.545  0.000
C -6.537 1.166 9.185  0.000
C -5.279 0.812 8.652  0.000
C -4.159 0.517 9.511  0.000
C -4.386 0.521 10.881  0.000
C -2.818 0.284 8.942  0.000
O -1.799 0.127 9.758  0.000
C -2.611 0.704 7.557  0.000
C -1.306 0.801 7.073  0.000
C -1.021 1.291 5.815  0.000
C -2.079 1.671 4.998  0.000
C -3.366 1.490 5.437  0.000
C -3.675 0.975 6.718  0.000
C -5.105 0.984 7.198  0.000
O -5.988 1.306 6.374  0.000
H -5.817 1.060 12.462  0.000
H -7.625 1.319 11.009  0.000
H -7.331 1.591 8.588  0.000
H -3.733 0.301 11.713  0.000
H -0.483 0.544 7.723  0.000
H -0.025 1.212 5.406  0.000
H -1.917 2.049 3.999  0.000
H -4.072 1.916 4.740  0.000
C 1.104 3.944 7.479  0.000
C 2.398 3.584 7.371  0.000
C 2.956 3.508 6.058  0.000
C 2.230 3.829 4.907  0.000
C 0.896 4.161 5.024  0.000
C 0.365 4.322 6.314  0.000
C -0.001 4.276 3.869  0.000
O -1.177 4.473 3.953  0.000
C 0.710 4.249 2.487  0.000
C -0.036 4.480 1.304  0.000
C 0.654 4.632 0.128  0.000
C 2.066 4.338 0.011  0.000
C 2.728 3.945 1.197  0.000
C 2.069 3.949 2.404  0.000
C 2.965 3.788 3.634  0.000
O 4.172 3.671 3.590  0.000
H 0.543 3.949 8.402  0.000
H 2.914 3.245 8.258  0.000
H 3.981 3.196 5.924  0.000
H -0.667 4.628 6.399  0.000
H -1.053 4.843 1.336  0.000
H 0.008 4.966 -0.671  0.000
H 2.733 4.426 -0.834  0.000
H 3.785 3.815 1.023  0.000

Output
total charge: -1
F_max: 9.7 eV/A
frontier orbital gap: 5.51 eV
spin multiplicity: 2
HOMO level: -0.229 hartree

***

Formula: C4H7FO
Source: the Open Molecules 2025 dataset
Level of theory: ωB97M-V/def2-TZVPD

Each line ends with the natural charge from an NBO analysis.
CARTESIAN COORDINATES (ANGSTROEM)
C 1.487 0.985 0.260  -0.734
C 0.890 -0.261 -0.392  0.576
O 1.445 -1.310 -0.594  -0.527
C -0.604 -0.112 -0.723  0.103
C -1.412 -0.887 0.368  -0.640
F -0.996 1.226 -0.620  -0.371
H 2.532 1.117 0.090  0.237
H 1.324 0.843 1.326  0.241
H 0.971 1.895 -0.101  0.248
H -0.879 -0.477 -1.710  0.198
H -0.806 -1.599 0.885  0.222
H -2.351 -1.327 0.158  0.224
H -1.602 -0.095 1.053  0.223

Output
total charge: 0
F_max: 1.7 eV/A
energy relative to the best compared isomer or geometry (same formula, charge and spin): 6.4 kcal per mole
frontier orbital gap: 10.96 eV
SMILES: CC(=O)[C@@H](C)F
HOMO level: -0.365 hartree